Density functional theory data (ωB97M-V with the def2-TZVPD basis set) for C64H55Ge2NOP2S2Sn as an isolated structure.

As for the gap between HOMO and LUMO (alpha / beta): 6.07 / 5.77 eV. The expectation value of S² is 0.771. For the calculated total energy, the calculation gives -8448.8232 a.u. For the energy above the lowest of the compared OMol25 structures with the same formula, charge and spin, the calculation gives 35.3 kcal per mole. The total charge is +1. As for the spin multiplicity: 2.

Last column: Mulliken spin population.
CARTESIAN COORDINATES (ANGSTROEM)
C: 3.855 -4.886 0.847  0.00
H: 1.735 3.491 2.151  0.00
H: -3.418 -2.860 6.599  0.00
C: -4.379 -3.913 4.938  0.00
C: -0.398 -2.352 2.910  0.00
C: -3.533 -1.181 -1.759  -0.01
N: 2.198 -1.891 -2.522  -0.04
C: 4.455 1.283 0.118  0.00
H: 4.022 2.948 1.385  0.00
H: -0.347 -2.979 6.270  0.00
C: -6.192 -2.791 -3.797  0.00
H: -5.489 -3.887 2.214  0.00
H: 4.867 -0.384 -5.289  0.00
C: -3.245 3.804 2.253  0.01
C: 0.987 0.549 3.458  0.01
C: 1.773 -4.242 1.866  0.00
C: -2.509 -3.188 3.673  0.00
C: 3.372 2.824 -3.799  0.01
C: 3.457 5.492 -0.049  0.02
H: -1.364 3.879 -0.556  0.00
H: 4.168 5.228 0.723  0.00
C: -6.737 -1.350 -3.627  0.00
H: 4.921 -3.324 -0.174  0.00
C: -3.192 -3.660 5.893  0.00
C: 3.107 -2.618 0.700  0.00
H: -6.897 -3.538 -3.430  0.00
C: -5.571 0.679 -2.439  0.00
C: -3.368 0.198 -1.478  -0.02
C: -0.736 1.040 -3.518  0.02
C: -2.735 -2.279 -1.363  -0.02
H: -0.699 3.160 -6.134  0.00
C: 1.978 -2.934 1.454  -0.01
H: -2.215 5.365 1.225  0.00
H: 5.895 2.533 2.920  0.00
Ge: 2.936 1.737 -1.094  0.29
H: -4.173 -4.832 -3.089  0.00
C: 3.036 -0.690 3.290  -0.01
C: -1.482 1.786 -2.606  -0.01
C: 1.580 1.426 4.344  0.00
H: 3.505 3.631 -5.776  0.00
S: -1.537 -2.019 -0.060  0.09
H: 4.004 5.718 -0.957  0.00
H: 0.454 4.536 1.560  0.00
H: 0.999 2.235 4.762  0.00
H: 3.387 1.950 5.369  0.00
H: 2.925 6.387 0.262  0.00
C: -2.964 -3.544 -1.852  -0.01
H: -2.573 3.622 -2.336  0.00
H: 0.350 3.952 -2.264  0.01
C: 0.837 4.765 -1.732  0.00
H: 6.966 -0.926 0.665  0.00
H: 1.072 -2.238 4.447  0.00
H: 0.459 2.823 1.154  0.01
H: -4.721 -4.947 4.987  0.00
H: -6.346 1.406 -2.633  0.00
C: -2.460 4.313 1.233  0.00
H: -3.624 4.459 3.023  0.00
H: -2.312 -4.340 -1.529  0.00
H: 2.542 -6.229 1.878  0.00
S: 3.100 -3.714 -4.379  0.02
C: 4.453 0.523 -4.876  -0.01
C: -3.093 1.624 1.274  0.01
C: 5.727 1.866 2.088  0.00
C: -2.333 2.142 0.225  0.02
C: -4.661 -1.527 -2.522  0.00
H: 0.144 0.926 -5.457  0.00
C: 1.708 -0.518 2.929  0.01
H: 3.609 -1.518 2.900  0.00
H: 4.423 1.557 -6.752  0.00
H: 0.085 5.381 -1.248  0.00
H: -5.996 -3.013 -4.848  0.00
C: 4.211 1.614 -5.694  0.02
C: 3.635 0.200 4.162  0.00
P: 0.798 -1.584 1.748  0.00
H: -4.276 2.121 -1.550  0.00
Sn: 1.055 -0.809 -1.119  0.33
H: 2.964 3.735 -3.378  0.01
C: -5.681 -0.621 -2.855  0.00
H: 1.351 5.388 -2.458  0.00
C: -3.857 -3.583 3.575  0.00
C: -4.390 1.075 -1.798  0.00
C: 1.091 3.694 1.303  0.01
C: -1.663 3.520 -4.259  0.00
C: 6.328 -0.069 0.819  -0.01
P: -1.744 0.924 -1.000  0.05
C: 2.713 -5.212 1.560  0.00
H: -4.200 -3.168 0.280  0.00
H: -2.934 -4.543 6.479  0.00
C: -1.726 -2.747 2.586  0.00
H: -6.921 -0.865 -4.587  0.00
C: -1.990 3.486 0.227  0.00
O: -0.390 -2.914 -0.411  0.03
H: -4.144 2.036 3.087  0.00
C: 0.048 -2.496 4.216  0.00
C: 3.686 2.773 -5.146  -0.01
H: -3.319 0.565 1.283  0.00
Ge: 2.117 4.049 -0.374  0.04
H: 7.375 0.579 2.570  0.00
C: -3.547 2.449 2.285  0.00
C: 2.912 1.257 4.692  0.00
C: -4.032 -3.829 -2.720  0.00
C: -1.962 3.030 -2.999  0.00
C: 4.142 0.582 -3.531  0.02
H: -0.406 0.037 -3.243  -0.01
C: 4.680 2.104 1.218  0.06
H: -7.678 -1.341 -3.074  0.00
H: 4.670 0.056 4.433  0.00
H: 4.320 -0.280 -2.906  0.00
C: -0.446 1.523 -4.778  0.00
H: 3.256 -1.587 0.370  -0.01
H: 0.881 -4.508 2.414  0.00
H: 5.137 -0.470 -0.907  -0.01
C: 4.048 -3.586 0.404  0.00
H: -0.054 0.671 3.183  0.00
C: -2.061 -3.247 5.004  0.00
C: -4.913 -2.820 -3.014  0.00
C: -0.911 2.773 -5.151  0.00
C: 6.559 0.777 1.890  0.02
C: -4.461 -3.589 2.350  0.00
C: -2.398 -2.767 1.335  0.00
C: 2.573 -2.706 -3.314  0.02
H: -2.012 4.501 -4.546  0.00
C: 3.589 1.728 -2.970  0.00
H: -5.231 -3.275 5.175  0.00
C: -0.758 -2.929 5.274  0.00
H: 4.592 -5.645 0.631  0.00
C: -3.711 -3.171 1.241  0.00
C: 5.291 0.186 -0.062  0.03


Density functional theory data (ωB97M-V with the def2-TZVPD basis set) for C64H61KN14PSbSe2 as an isolated structure.

As for the gap between HOMO and LUMO (alpha / beta): 4.68 / 4.68 eV. For the calculated total energy, the calculation gives -9226.7103 a.u. For the energy above the lowest of the compared OMol25 structures with the same formula, charge and spin, the calculation gives 13.1 kcal per mole. The total charge is -2.

Last column: Mulliken charge in e.
CARTESIAN COORDINATES (ANGSTROEM)
C: 1.515 -5.057 -0.443  -2.04
H: 1.267 6.183 -2.463  0.52
C: -4.455 4.169 4.162  -0.59
C: -2.570 1.208 -3.587  -0.63
N: -0.974 -1.029 -2.956  -0.65
N: 1.441 2.052 -3.070  -0.57
N: 4.987 -0.466 1.027  -0.76
C: 2.169 5.584 -2.444  0.02
C: 3.057 -0.165 -3.490  -0.44
C: 3.733 -0.491 0.548  0.33
H: 2.480 -1.334 3.351  0.48
C: 2.787 2.057 -2.948  0.01
H: -6.439 -1.729 -1.198  0.49
C: -6.341 -0.707 -0.850  -0.53
H: 1.690 -6.220 2.799  0.12
C: -2.103 -3.868 0.581  -1.42
H: 2.196 -5.761 -0.938  0.53
H: -3.098 -4.323 0.492  0.68
H: -4.229 5.191 4.444  0.39
C: -1.457 -4.233 1.913  2.50
H: -0.829 -6.053 2.941  0.29
H: 4.038 -3.965 -7.003  0.39
H: 2.670 -6.879 1.487  0.50
N: 4.172 0.912 2.762  -0.64
H: 0.496 -5.435 -0.568  0.07
H: -1.782 5.156 -5.414  0.51
C: -2.294 -3.645 3.043  -1.89
Sb: 0.558 -3.215 1.754  0.94
C: 4.568 5.354 -2.205  -0.56
H: -0.972 -6.217 1.182  0.24
C: 2.963 0.826 2.195  -0.06
C: 4.789 -2.084 -6.278  -0.59
H: 3.984 -5.070 0.596  0.57
H: -0.809 -2.411 4.719  0.34
C: -3.551 4.267 -6.288  -0.54
H: 0.233 -4.765 4.654  0.18
C: -4.230 2.343 2.607  0.10
H: -2.426 -6.137 2.175  0.52
H: 2.709 -1.046 -1.120  -0.45
C: -6.077 1.910 0.025  -0.61
C: -4.424 3.179 -6.278  -0.56
H: -3.710 5.064 -7.005  0.37
C: -5.057 0.991 0.265  -0.01
K: 0.167 0.654 -1.382  1.19
C: 4.499 3.983 -2.410  -0.16
C: 0.162 -1.956 4.533  -1.87
H: -5.243 3.145 -6.988  0.38
H: 2.846 -2.052 4.924  0.58
Se: -2.370 -0.074 1.733  -0.22
H: -6.160 1.455 5.248  0.37
C: -3.945 3.649 2.978  -0.30
C: -7.359 0.204 -1.077  -0.57
C: 1.871 -4.925 1.038  2.29
H: 3.513 7.215 -2.067  0.38
H: 5.576 -2.039 -7.024  0.37
H: 3.639 -4.445 2.211  0.38
N: -0.216 3.748 -3.335  -0.51
C: -1.805 -4.604 -2.826  0.87
H: -3.336 -3.967 2.922  0.55
C: -4.096 -2.951 -2.883  0.37
H: -2.286 -2.555 3.022  0.16
C: -3.173 2.178 -4.518  0.22
C: -2.313 -1.023 -3.023  -0.12
H: -0.610 3.473 2.136  0.39
H: 3.415 -3.404 0.792  0.34
H: 0.002 -1.088 3.886  0.23
N: 0.676 -2.725 -3.244  -0.27
C: 3.255 3.418 -2.642  0.01
H: 7.142 0.020 2.086  0.27
H: -8.016 2.236 -0.825  0.37
C: -0.540 -2.310 -2.946  -0.26
H: -0.656 3.819 4.598  0.44
C: 3.610 -1.106 -4.451  -0.02
C: 1.769 -6.294 1.713  -1.77
C: 1.187 -4.237 4.719  -1.63
C: -1.405 -5.747 2.065  -1.90
H: 2.846 1.340 4.803  0.45
C: 0.106 2.975 2.775  -0.23
C: 2.030 1.806 4.269  -0.34
H: -5.654 3.790 5.900  0.35
C: 3.419 6.147 -2.224  -0.63
H: 4.335 -1.593 -1.000  0.31
C: -2.307 3.280 -4.518  0.03
N: 2.673 0.130 1.104  0.29
C: -5.187 -0.315 -0.181  0.15
H: 5.305 -0.183 -5.407  0.49
C: 1.707 -1.895 -3.458  -0.98
N: 6.383 0.288 2.687  -0.44
C: -4.238 2.119 -5.398  -0.22
C: 3.913 -3.178 -6.268  -0.62
H: 1.146 2.764 5.977  0.39
H: -5.225 0.528 3.147  0.35
C: 2.874 -3.245 -5.356  -0.26
C: 2.737 -2.212 -4.436  0.42
C: 4.641 -1.038 -5.382  -0.10
H: -0.919 -5.227 -2.813  0.49
C: -3.081 -5.152 -2.798  -0.91
N: -1.447 1.713 -3.055  0.79
H: 6.539 1.028 3.347  0.26
H: 1.976 -4.903 4.363  0.29
C: 2.524 -2.277 3.899  -2.18
C: 3.307 -4.423 1.170  -2.05
C: -4.212 -4.334 -2.820  -0.89
H: 3.290 -2.901 3.436  0.15
C: 5.136 0.244 2.129  0.27
C: -2.826 -2.402 -2.902  -0.35
H: 0.551 -1.590 5.492  0.50
C: -5.030 1.555 3.431  -0.52
C: -1.235 2.937 -3.568  -0.84
C: 2.099 4.217 -2.649  0.06
H: -4.973 -2.316 -2.922  0.77
N: 0.981 2.195 2.155  0.00
N: -3.079 -0.003 -3.404  -0.43
H: -3.333 4.255 2.319  0.29
C: -7.227 1.517 -0.638  -0.65
H: 5.389 3.366 -2.390  0.51
C: 1.091 2.597 4.907  -0.70
H: -1.952 -3.988 4.022  0.35
P: -3.527 1.604 1.069  0.78
H: 1.579 -4.102 -0.971  0.37
C: 1.922 1.619 2.893  0.43
H: 1.383 -4.023 5.779  0.50
C: 1.150 -2.943 3.916  1.88
N: 3.577 1.049 -3.275  -0.64
C: 0.985 3.308 -2.966  -0.01
H: -3.203 -6.228 -2.758  0.38
C: -5.544 2.075 4.608  -0.66
H: -8.255 -0.099 -1.607  0.36
H: -1.503 -4.212 -0.260  -0.27
H: 0.917 -6.864 1.348  0.36
C: -2.478 4.327 -5.406  -0.20
C: -1.690 -3.226 -2.867  -0.13
H: -5.194 -4.794 -2.802  0.37
C: 0.103 3.195 4.148  -0.54
Se: -2.798 3.147 -0.219  -0.38
C: -5.257 3.385 4.977  -0.36
H: -2.220 -2.785 0.490  -0.06
N: 3.512 -1.255 -0.530  0.43
H: -5.946 2.938 0.342  0.37
H: -4.382 -1.019 -0.003  0.09
H: 2.175 -4.073 -5.357  0.51
H: -4.895 1.259 -5.414  0.51
N: 1.961 -0.694 -2.894  0.69
H: 5.530 5.825 -2.035  0.38